Arrangement i

A structure of composition C10H10N2, computed with ωB97M-V/def2-TZVPD.

**LUMO energy**: -0.2 eV
**Multiplicity**: 1
**Gap between HOMO and LUMO**: 5.949 eV
**HOMO**: -6.1 eV

Last column: Mulliken charge in e.
Geometry (Å):
C (2.365, -0.272, -0.102)  -0.429
C (1.481, -1.337, 0.290)  -0.816
C (0.166, -0.968, 0.697)  0.455
C (-0.227, 0.351, 0.899)  -0.914
C (0.899, 1.278, 0.727)  -0.452
C (0.343, 0.000, -0.991)  -0.991
C (-0.372, 1.253, -0.810)  -0.585
C (-1.555, 1.103, -0.271)  -0.432
C (-1.874, -0.214, 0.222)  -0.691
C (-1.156, -1.267, -0.210)  -0.049
H (3.187, -0.314, -0.881)  0.396
H (1.484, -2.433, 0.024)  0.346
H (-0.490, -1.819, 1.248)  0.633
H (-1.128, 0.815, 1.392)  0.857
H (0.820, 2.409, 1.039)  0.452
H (1.300, 0.111, -1.414)  0.975
H (-0.077, 2.205, -1.091)  0.690
H (-2.526, 1.912, -0.248)  0.253
H (-2.986, -0.438, 0.426)  0.349
H (-1.588, -2.295, -0.095)  0.742
N (1.960, 1.052, 0.001)  -0.565
N (-0.025, -1.132, -0.852)  -0.225

Arrangement ii

A structure of composition C10H10N2, computed with ωB97M-V/def2-TZVPD.

**LUMO energy**: -0.6 eV
**Multiplicity**: 1
**Gap between HOMO and LUMO**: 5.680 eV
**HOMO**: -6.3 eV

Last column: Mulliken charge in e.
Geometry (Å):
C (0.574, -0.049, -0.902)  0.617
C (0.276, -0.729, -2.079)  -1.189
C (-0.068, -2.135, -1.841)  -0.247
C (-0.163, -2.676, -0.529)  -1.058
C (0.398, -1.839, 0.552)  0.143
C (-0.259, 2.449, -0.089)  -0.926
C (-0.591, 1.208, -0.602)  -0.495
C (-0.668, 0.087, 0.338)  0.351
C (-0.355, 0.291, 1.668)  -0.568
C (0.073, 1.584, 2.079)  -0.452
H (0.804, 0.986, -1.145)  0.524
H (0.176, -0.073, -2.885)  0.590
H (-0.415, -2.659, -2.675)  0.473
H (-0.511, -3.710, -0.478)  0.397
H (0.732, -2.390, 1.560)  0.341
H (-0.206, 3.401, -0.554)  0.453
H (-0.641, 0.773, -1.671)  0.713
H (-0.938, -0.891, -0.223)  0.864
H (-0.377, -0.553, 2.411)  0.385
H (0.405, 1.793, 3.110)  0.346
N (0.765, -0.602, 0.341)  -0.602
N (0.047, 2.627, 1.226)  -0.662

In order of decreasing stability: arrangement ii, arrangement i.

Arrangement i

A cluster of 2 separate species, C10H10N2 in total, computed with ωB97M-V/def2-TZVPD.

**LUMO energy**: 0.9 eV
**Multiplicity**: 1
**Gap between HOMO and LUMO**: 9.855 eV
**HOMO**: -9.0 eV

Last column: Mulliken charge in e.
Geometry (Å):
C (2.822, 2.512, -1.394)  -0.295
C (2.664, 1.709, -0.339)  -0.738
C (1.477, 0.793, -0.613)  -0.015
N (0.546, 0.858, -1.609)  -0.388
C (0.802, 1.802, -2.606)  -0.212
C (2.056, 2.555, -2.500)  -0.420
H (3.695, 2.916, -1.337)  0.508
H (3.038, 1.688, 0.579)  0.517
H (1.201, 0.004, 0.057)  0.372
H (0.154, 2.135, -3.315)  0.481
H (1.927, 3.589, -3.205)  0.163
C (-2.963, -2.460, 1.496)  -0.227
C (-2.043, -2.479, 2.590)  -0.385
C (-0.911, -1.727, 2.482)  -0.147
N (-0.559, -0.898, 1.543)  -0.399
C (-1.301, -1.081, 0.477)  0.244
C (-2.445, -1.791, 0.430)  -0.450
H (-4.062, -2.785, 1.514)  0.303
H (-2.427, -2.702, 3.611)  0.277
H (-0.332, -1.636, 3.440)  0.301
H (-1.241, -0.489, -0.388)  0.294
H (-2.811, -1.438, -0.630)  0.217

Arrangement ii

A cluster of 2 separate species, C10H10N2 in total, computed with ωB97M-V/def2-TZVPD.

**LUMO energy**: 0.2 eV
**Multiplicity**: 1
**Gap between HOMO and LUMO**: 9.619 eV
**HOMO**: -9.5 eV

Last column: Mulliken charge in e.
Geometry (Å):
C (2.597, 0.211, -1.587)  -0.188
C (2.692, 0.303, -0.096)  -0.419
C (2.040, 1.460, 0.390)  -0.270
N (1.017, 2.241, -0.281)  -0.482
C (0.921, 2.011, -1.686)  -0.165
C (1.697, 1.033, -2.232)  -0.051
H (3.247, -0.381, -2.337)  0.303
H (3.476, -0.202, 0.482)  0.376
H (1.925, 1.458, 1.453)  0.362
H (0.327, 2.716, -2.274)  0.374
H (1.553, 1.167, -3.415)  0.166
C (-1.002, -0.854, 0.517)  0.345
C (-1.618, 0.238, 1.128)  -0.181
C (-2.901, -0.134, 1.683)  -0.411
N (-3.253, -1.471, 1.877)  -0.496
C (-2.530, -2.432, 1.289)  -0.174
C (-1.421, -2.166, 0.628)  -0.383
H (0.058, -0.851, 0.152)  0.050
H (-1.252, 1.278, 1.117)  0.413
H (-3.739, 0.589, 2.177)  0.266
H (-2.998, -3.422, 1.157)  0.324
H (-0.836, -2.794, -0.139)  0.243

Arrangement iii

An isolated molecule of C10H10N2, computed with ωB97M-V/def2-TZVPD.

**LUMO energy**: 0.6 eV
**Multiplicity**: 1
**Gap between HOMO and LUMO**: 8.199 eV
**HOMO**: -7.6 eV

Last column: Mulliken charge in e.
Geometry (Å):
C (-2.227, 1.602, -2.261)  -1.204
C (-1.029, 0.912, -1.624)  0.553
C (0.329, 0.964, -2.196)  -0.396
C (1.389, 0.570, -1.469)  -0.748
C (1.188, 0.108, -0.206)  0.895
C (2.182, -0.255, 0.716)  -0.465
C (1.989, -0.853, 1.939)  -0.687
C (0.658, -1.204, 2.309)  -0.605
C (-0.395, -0.924, 1.479)  -0.128
N (-1.697, -1.230, 1.786)  -0.451
C (-0.151, -0.155, 0.257)  0.771
N (-1.268, 0.265, -0.532)  -0.511
H (-2.846, 0.988, -2.978)  0.247
H (-2.001, 2.586, -2.772)  0.339
H (-2.993, 1.832, -1.467)  0.328
H (0.412, 1.236, -3.294)  0.277
H (2.384, 0.515, -1.867)  0.380
H (3.209, 0.005, 0.227)  0.128
H (2.851, -1.099, 2.627)  0.299
H (0.585, -1.576, 3.254)  0.467
H (-2.284, -0.806, 1.088)  0.298
H (-2.160, -1.507, 2.728)  0.212

In order of decreasing stability: arrangement iii, arrangement ii, arrangement i.

Arrangement i

A cluster of 2 separate species, C3H6 in total, computed with ωB97M-V/def2-TZVPD.

**LUMO energy**: 1.1 eV
**Multiplicity**: 1
**Gap between HOMO and LUMO**: 11.841 eV
**HOMO**: -10.7 eV

Last column: Mulliken charge in e.
Geometry (Å):
C (-0.791, -1.791, 1.069)  -0.444
C (-0.351, -2.012, 2.170)  -0.318
H (-1.153, -1.633, 0.130)  0.391
H (0.020, -2.126, 3.155)  0.372
C (0.444, 1.514, -1.299)  -0.933
H (0.040, 1.804, -0.329)  0.228
H (-0.286, 0.900, -1.839)  0.208
H (1.380, 0.934, -1.160)  0.225
H (0.697, 2.409, -1.898)  0.273

Arrangement ii

A cluster of 2 separate species, C3H6 in total, computed with ωB97M-V/def2-TZVPD.

**LUMO energy (spin up / spin down)**: 0.4 / -0.1 eV
**Multiplicity**: 1
**Gap between HOMO and LUMO (spin up / spin down)**: 10.280 / 7.989 eV
**HOMO (spin up / spin down)**: -9.9 / -8.1 eV

Last column: Mulliken charge in e.
Geometry (Å):
C (1.429, 0.299, -0.395)  -0.687
C (0.264, 0.038, 0.127)  0.053
C (-1.177, -0.121, -0.223)  -0.651
H (2.369, 0.410, 0.045)  0.278
H (1.367, 0.785, -1.360)  0.225
H (0.326, -1.253, 2.619)  0.002
H (-1.790, -0.411, 0.706)  0.238
H (-1.337, -0.659, -1.126)  0.296
H (-1.450, 0.912, -0.392)  0.247

In order of decreasing stability: arrangement i, arrangement ii.

Arrangement i

A structure of composition H14LiO7, computed with ωB97M-V/def2-TZVPD.

**LUMO energy**: -3.4 eV
**Net charge**: +1
**Multiplicity**: 1
**Gap between HOMO and LUMO**: 10.562 eV
**HOMO**: -13.9 eV

Last column: Mulliken charge in e.
Geometry (Å):
Li (0.060, -0.018, 0.416)  0.744
O (2.247, 0.307, 0.937)  -0.511
H (2.667, 1.012, 1.430)  0.259
H (2.912, -0.379, 0.885)  0.270
O (-1.829, -0.686, -0.126)  -0.537
H (-2.701, -0.791, 0.255)  0.277
H (-1.588, -1.565, -0.418)  0.302
O (-0.614, 0.773, 2.297)  -0.578
H (-1.244, 0.053, 2.266)  0.344
H (-1.152, 1.564, 2.298)  0.307
O (-0.098, 1.772, -0.470)  -0.466
H (-0.738, 2.451, -0.256)  0.245
H (0.605, 2.239, -0.921)  0.247
O (0.987, -1.002, -1.438)  -0.480
H (0.802, -1.841, -1.860)  0.252
H (1.684, -0.615, -1.967)  0.256
O (-1.335, 1.186, -3.003)  -0.610
H (-1.289, 0.855, -2.106)  0.371
H (-0.423, 1.335, -3.252)  0.282
O (0.266, -1.853, 1.562)  -0.487
H (-0.328, -2.602, 1.610)  0.271
H (1.109, -2.195, 1.859)  0.241

Arrangement ii

A structure of composition H14LiO7, computed with ωB97M-V/def2-TZVPD.

**LUMO energy**: -3.6 eV
**Net charge**: +1
**Multiplicity**: 1
**Gap between HOMO and LUMO**: 9.819 eV
**HOMO**: -13.4 eV

Last column: Mulliken charge in e.
Geometry (Å):
Li (-3.802, -6.665, 4.332)  0.858
O (-3.669, -7.701, 2.777)  -0.485
H (-2.853, -8.057, 2.363)  0.255
H (-4.292, -7.764, 2.076)  0.236
O (-4.062, -5.533, 6.085)  -0.575
H (-3.787, -5.259, 6.976)  0.281
H (-4.739, -4.876, 5.803)  0.311
O (-2.390, -5.600, 4.370)  -0.648
H (-2.116, -4.892, 4.870)  0.271
H (-2.244, -5.352, 3.417)  0.339
O (-4.978, -5.454, 2.954)  -0.408
H (-4.730, -4.625, 2.962)  0.212
H (-5.782, -5.520, 2.622)  0.216
O (-3.235, -10.351, 5.321)  -0.629
H (-3.307, -10.967, 4.515)  0.306
H (-3.047, -9.391, 5.200)  0.354
O (-1.456, -7.979, 5.046)  -0.644
H (-1.525, -6.999, 4.707)  0.417
H (-1.215, -8.155, 5.868)  0.275
O (-5.366, -8.170, 4.593)  -0.442
H (-6.250, -7.923, 4.346)  0.255
H (-5.349, -8.838, 4.028)  0.244

In order of decreasing stability: arrangement i, arrangement ii.